# 1
This record from OMol25 describes a molecular structure, C11H19NO6S4V. The level of theory is ωB97M-V/def2-TZVPD.

The value obtained for the energy above the lowest of the compared OMol25 structures with the same formula, charge and spin is 0.5395 eV. The spin multiplicity is 3. The calculation puts the total energy at -94514.3446 eV. As for the molar mass: 440.5 g/mol. The frontier orbital gap (alpha / beta) is 6.2 / 7.6 eV. For the strongest force on any atom, the calculation gives 0.01515 Eh/bohr. Its charge is +1. For the lowest unoccupied orbital energy (alpha / beta), the calculation gives -4.13 / -2.69 eV.

```
42
Properties=species:S:1:pos:R:3:lowdin_charge:R:1
V -0.171 -0.365 -0.465 0.591
C 2.165 -2.534 -1.049 -0.021
O 0.788 -2.132 -1.165 -0.365
C -0.168 -3.195 -1.310 -0.147
C -0.546 -3.662 0.067 -0.143
O -0.932 -2.466 0.748 -0.173
C -0.681 -2.494 2.153 -0.145
C -0.595 -1.057 2.581 -0.149
O 0.377 -0.368 1.784 -0.298
C 1.719 -0.492 2.273 -0.050
H 2.378 -3.267 -1.825 0.109
H 2.357 -2.956 -0.061 0.097
H 2.754 -1.634 -1.201 0.080
H 0.245 -3.980 -1.943 0.148
H -1.039 -2.765 -1.810 0.123
H 0.306 -4.117 0.581 0.131
H -1.364 -4.385 0.044 0.148
H 0.262 -3.020 2.331 0.130
H -1.475 -3.019 2.689 0.149
H -0.349 -0.973 3.642 0.146
H -1.541 -0.546 2.405 0.128
H 1.757 -0.169 3.313 0.107
H 2.345 0.158 1.667 0.056
H 2.075 -1.522 2.194 0.096
O 1.089 4.668 -4.757 -0.022
C 0.884 3.756 -4.017 -0.988
S 1.900 3.402 -2.592 0.978
C 1.069 1.929 -2.148 -1.113
C 0.041 1.530 -2.912 -1.112
S -0.897 0.076 -2.630 0.663
S -0.371 2.522 -4.292 0.988
S 1.618 1.039 -0.739 0.679
N -1.682 4.376 0.887 0.035
C -1.251 3.243 0.076 -0.116
C -1.708 1.978 0.760 -0.445
O -2.420 2.130 1.822 0.189
O -1.466 0.853 0.312 -0.085
H -2.229 5.046 0.364 0.107
H -0.906 4.866 1.311 0.107
H -2.465 3.132 1.912 0.129
H -0.173 3.176 -0.081 0.107
H -1.703 3.237 -0.919 0.153
```



# 2
This record from OMol25 describes a molecular structure, C11H19NOPSn. The level of theory is ωB97M-V/def2-TZVPD.

The value obtained for the energy above the lowest of the compared OMol25 structures with the same formula, charge and spin is 2.3046 eV. The spin multiplicity is 1. The calculation puts the total energy at -30363.2199 eV. As for the molar mass: 331.0 g/mol. The frontier orbital gap (alpha / beta) is 6.4 / 5.8 eV. For the strongest force on any atom, the calculation gives 0.02519 Eh/bohr. Its charge is +1. For the lowest unoccupied orbital energy (alpha / beta), the calculation gives -4.86 / -5.23 eV.

```
34
Properties=species:S:1:pos:R:3:lowdin_charge:R:1
C 0.316 1.066 -4.000 -0.235
C 0.091 0.337 -5.139 -0.214
C -0.294 -1.025 -5.214 -0.053
C -0.398 -1.955 -4.148 -0.206
C -0.346 -1.667 -2.816 -0.221
Sn -0.753 0.333 -2.241 1.091
P 0.081 2.952 -1.333 0.668
H 0.822 2.042 -4.040 0.022
H 0.242 0.824 -6.118 0.112
H -0.405 -1.434 -6.216 0.119
H -0.223 -2.429 -2.033 0.046
H -0.513 -3.008 -4.470 0.114
H -0.960 3.537 -0.556 -0.100
H 0.245 3.970 -2.331 -0.088
H 1.226 3.179 -0.492 -0.093
O 0.471 -0.520 -0.325 -0.161
C 0.507 -0.474 0.939 -0.415
C 0.527 0.817 1.722 -0.100
C -0.683 0.999 2.640 -0.183
C -0.522 0.309 3.988 -0.209
C -0.498 -1.211 3.896 -0.183
C 0.683 -1.757 3.091 -0.154
N 0.536 -1.621 1.638 0.105
H 1.462 0.833 2.310 0.141
H 0.571 1.636 1.002 0.049
H -0.812 2.077 2.813 0.120
H -1.598 0.650 2.148 0.125
H 0.404 0.655 4.459 0.120
H -1.347 0.616 4.639 0.119
H -0.418 -1.621 4.916 0.123
H -1.440 -1.577 3.474 0.122
H 1.601 -1.243 3.410 0.129
H 0.786 -2.827 3.307 0.130
H 0.640 -2.460 1.077 0.160
```



# 3
This record from OMol25 describes a molecular structure, C11H20AuClIN2O2PSe. The level of theory is ωB97M-V/def2-TZVPD.

The value obtained for the energy above the lowest of the compared OMol25 structures with the same formula, charge and spin is 3.2704 eV. The spin multiplicity is 3. The calculation puts the total energy at -117735.1078 eV. As for the molar mass: 681.6 g/mol. The frontier orbital gap (alpha / beta) is 4.6 / 3.2 eV. For the strongest force on any atom, the calculation gives 0.17412 Eh/bohr. Its charge is +2. For the lowest unoccupied orbital energy (alpha / beta), the calculation gives -9.69 / -11.10 eV.

```
40
Properties=species:S:1:pos:R:3:lowdin_charge:R:1
C -0.991 2.785 -1.435 -0.033
C -1.521 2.865 -0.025 -0.638
H -1.566 3.539 -1.995 0.135
H -1.108 1.790 -1.868 0.076
H 0.093 3.002 -1.447 0.091
O -2.478 3.553 0.293 0.013
I -2.266 1.664 2.153 1.126
Au 0.886 -1.008 -2.456 0.312
P -1.155 -2.099 -2.151 0.607
C -2.801 -2.441 -1.374 -0.234
C -1.784 -1.572 -3.772 -0.272
H 0.359 -3.800 -2.914 0.044
H -1.385 -4.422 -2.784 0.067
H -0.318 -4.168 -1.297 0.064
C -0.577 -3.814 -2.320 -0.272
H -0.933 -1.226 -4.368 0.024
H -2.291 -2.436 -4.220 0.064
H -3.311 -3.166 -2.021 0.074
H -3.401 -1.525 -1.308 0.038
H -2.465 -0.724 -3.637 0.054
H -2.672 -2.859 -0.369 0.063
C -1.375 -0.291 -0.276 -0.150
O -2.270 0.245 -0.777 -0.103
Cl 2.928 -0.012 -2.282 -0.134
C 3.602 0.891 0.729 -0.036
N 2.752 0.701 1.892 -0.066
C 3.088 -0.092 2.990 0.065
C 2.166 0.155 3.960 0.058
N 1.305 1.114 3.461 -0.116
C 0.247 1.807 4.160 -0.116
C 1.591 1.379 2.168 -0.493
Se 0.358 2.378 1.161 1.055
H 3.362 0.158 -0.052 -0.025
H 4.654 0.723 0.990 0.121
H 3.475 1.899 0.319 0.103
H 3.971 -0.701 2.989 0.155
H 1.999 -0.247 4.939 0.153
H -0.728 1.326 3.904 -0.067
H 0.384 1.793 5.242 0.123
H 0.178 2.836 3.800 0.071
```



# 4
This record from OMol25 describes 2 unconnected molecules or ions with the total composition C11H20BrN2O. The level of theory is ωB97M-V/def2-TZVPD.

The value obtained for the energy above the lowest of the compared OMol25 structures with the same formula, charge and spin is 2.9340 eV. The spin multiplicity is 1. The calculation puts the total energy at -86791.0478 eV. As for the molar mass: 276.2 g/mol. The frontier orbital gap is 6.7 eV. For the strongest force on any atom, the calculation gives 0.11614 Eh/bohr. Its charge is +1. For the lowest unoccupied orbital energy, the calculation gives -5.39 eV.

```
35
Properties=species:S:1:pos:R:3:lowdin_charge:R:1
Br 1.937 -1.601 2.393 0.606
C 2.335 -2.919 0.929 -0.552
C 2.266 -2.290 -0.548 -0.239
C 0.902 -1.455 -0.722 -0.185
C -0.335 -2.313 -0.217 -0.099
C -0.654 -3.756 -0.770 0.112
C -1.938 -4.312 -0.117 -0.041
N -2.811 -3.776 0.826 0.069
N -2.517 -2.571 1.289 0.033
C -1.380 -1.883 0.819 0.053
H 1.636 -3.814 0.978 0.064
H 3.402 -3.283 1.151 0.079
H 3.167 -1.625 -0.745 0.127
H 2.229 -3.144 -1.314 0.117
H 0.792 -1.223 -1.841 0.140
H 0.995 -0.443 -0.197 0.101
H -0.023 -4.271 -1.559 0.132
H -2.245 -5.353 -0.498 0.135
H -3.150 -2.133 1.978 0.191
H -1.209 -0.844 1.284 0.149
C -1.235 3.573 -1.772 -0.074
C -1.021 2.586 -0.638 -0.291
O 0.344 2.416 -0.280 -0.188
C 1.029 3.582 0.165 -0.272
C 0.413 4.212 1.402 -0.076
H -0.676 3.262 -2.660 0.086
H -2.295 3.636 -2.028 0.082
H -0.895 4.576 -1.509 0.071
H -1.384 1.604 -0.954 0.105
H -1.611 2.864 0.242 0.105
H 1.107 4.308 -0.650 0.110
H 2.052 3.272 0.399 0.120
H -0.610 4.549 1.224 0.067
H 1.000 5.077 1.720 0.084
H 0.382 3.490 2.223 0.080
```



# 5
This record from OMol25 describes a molecular structure, C11H20Cl2OTm. The level of theory is ωB97M-V/def2-TZVPD.

The spin multiplicity is 3. The calculation puts the total energy at -68354.6007 eV. As for the molar mass: 408.1 g/mol. The frontier orbital gap (alpha / beta) is 3.8 / 3.9 eV. For the strongest force on any atom, the calculation gives 0.09160 Eh/bohr. Its charge is -1. For the lowest unoccupied orbital energy (alpha / beta), the calculation gives 2.64 / 2.64 eV.

```
35
Properties=species:S:1:pos:R:3:lowdin_charge:R:1
Tm 0.352 -1.051 -0.360 0.495
Cl -0.493 -0.251 -2.509 -0.178
Cl 1.562 -3.171 -0.185 -0.222
C -1.439 -0.937 1.164 -0.352
H -2.112 -0.476 1.895 -0.159
H -1.539 -2.057 1.230 -0.174
C -0.836 2.412 0.098 -0.140
C -1.565 1.896 1.126 -0.152
H 0.253 2.465 0.155 0.074
C -3.052 1.767 1.049 -0.225
H -1.065 1.475 1.991 0.071
C -3.523 1.637 -0.411 -0.205
H -3.399 0.920 1.639 0.080
H -3.508 2.679 1.475 0.108
C -2.970 2.790 -1.249 -0.213
H -3.178 0.680 -0.820 0.093
H -4.617 1.646 -0.445 0.099
C -1.439 2.916 -1.183 -0.235
H -3.297 2.693 -2.286 0.099
H -3.387 3.728 -0.861 0.099
H -1.011 2.365 -2.038 0.046
H -1.158 3.973 -1.326 0.099
C 3.919 0.387 1.460 -0.153
C 3.207 -0.202 2.694 -0.148
C 1.728 -0.316 2.312 -0.160
O 1.614 0.146 0.902 -0.391
C 2.812 0.932 0.548 -0.141
H 4.673 1.132 1.705 0.106
H 4.426 -0.432 0.930 0.114
H 3.346 0.421 3.580 0.106
H 3.605 -1.194 2.915 0.109
H 1.366 -1.351 2.356 0.087
H 1.078 0.324 2.916 0.115
H 2.596 1.988 0.755 0.120
H 3.021 0.780 -0.517 0.126
```



# 6
This record from OMol25 describes a molecular structure, C11H20F2NO10STl. The level of theory is ωB97M-V/def2-TZVPD.

The value obtained for the energy above the lowest of the compared OMol25 structures with the same formula, charge and spin is 0.0000 eV. The spin multiplicity is 1. The calculation puts the total energy at -54648.2673 eV. As for the molar mass: 600.7 g/mol. The frontier orbital gap is 3.5 eV. For the strongest force on any atom, the calculation gives 0.06680 Eh/bohr. For the lowest unoccupied orbital energy, the calculation gives -5.93 eV.

```
46
Properties=species:S:1:pos:R:3:lowdin_charge:R:1
Tl -1.231 0.112 -1.587 1.469
F -1.846 2.771 -0.939 -0.424
F 1.543 0.322 -2.262 -0.449
N -1.994 -1.493 -4.599 -0.586
O -2.281 -2.142 -5.602 0.053
O -2.762 -1.372 -3.640 -0.046
O -0.912 -0.871 -4.497 -0.056
O -2.313 -0.008 1.183 0.043
C -2.601 -0.225 2.330 -0.439
O -3.901 -0.411 2.633 0.044
C -4.146 -0.558 4.009 -0.157
C -2.783 -0.948 4.584 -0.146
C -1.724 -0.604 3.508 -0.049
H -4.764 -1.454 4.080 0.126
H -4.617 0.272 4.535 0.128
H -2.781 -1.981 4.930 0.111
H -2.561 -0.382 5.491 0.109
H -1.204 -1.522 3.259 0.107
H -1.114 0.231 3.840 0.133
O -0.764 1.930 -3.794 0.037
C 0.157 2.532 -4.274 -0.452
O 0.565 3.714 -3.742 0.047
C 1.521 4.325 -4.601 -0.145
C 2.053 3.211 -5.556 -0.132
C 0.907 2.194 -5.553 -0.054
H 2.366 4.751 -4.066 0.122
H 1.014 5.078 -5.204 0.124
H 3.035 2.854 -5.257 0.112
H 2.086 3.597 -6.574 0.107
H 1.113 1.130 -5.627 0.131
H 0.186 2.438 -6.336 0.136
O 1.797 -3.277 1.085 -0.289
S 1.544 -1.843 1.109 0.671
O 0.418 -1.321 0.374 -0.364
O 1.363 -1.323 2.669 -0.286
C 2.083 -2.012 3.705 -0.266
C 1.144 -2.468 4.811 -0.076
C 3.127 -0.979 0.697 -0.068
H 2.692 -1.230 4.161 0.123
H 2.640 -2.876 3.350 0.117
H 0.635 -1.707 5.407 0.075
H 1.704 -2.912 5.638 0.083
H 0.414 -3.145 4.366 0.083
H 3.067 -0.557 -0.305 0.054
H 3.917 -1.702 0.876 0.068
H 3.208 -0.137 1.384 0.068
```